{
  "formula": "C36H51BrFeN3OP2",
  "method": "the ωB97M-V functional and the def2-TZVPD basis",
  "total_charge": 1,
  "e_lumo_ev": [-2.766, -4.285],
  "mol_weight_g_mol": 739.52,
  "homo_ev": [-6.638, -10.488],
  "spin_multiplicity": 5,
  "elements": ["C", "C", "C", "C", "C", "H", "H", "H", "N", "P", "P", "C", "H", "H", "C", "O", "C", "H", "C", "C", "C", "C", "C", "H", "H", "H", "C", "H", "H", "H", "C", "H", "H", "H", "C", "H", "H", "H", "C", "H", "H", "H", "C", "H", "H", "H", "C", "H", "H", "H", "C", "H", "H", "H", "C", "H", "H", "H", "C", "H", "H", "H", "C", "H", "H", "H", "C", "H", "H", "H", "Fe", "N", "C", "C", "C", "C", "C", "H", "C", "H", "C", "H", "H", "H", "Br", "C", "C", "C", "C", "N", "C", "H", "H", "H", "H"],
  "positions_angstrom": [[2.376115, -1.090822, 0.237881], [2.081946, 1.098185, -0.618719], [3.754603, -0.968505, 0.015660], [3.396984, 1.077911, -1.178062], [4.255647, 0.103196, -0.722697], [4.387969, -1.764839, 0.407574], [3.746569, 1.949836, -1.778836], [5.340153, 0.167296, -0.932499], [1.548951, -0.059566, -0.050516], [0.049966, -2.561116, 0.507407], [-0.260375, 2.210449, 0.168066], [1.817193, -2.360421, 0.898579], [2.399808, -3.235468, 0.593973], [1.959106, -2.308615, 1.984161], [-2.089813, -0.571057, 0.825925], [-3.243161, -0.754845, 0.910444], [1.322298, 2.291093, -0.684030], [1.257167, 2.737245, -1.655106], [-1.799911, 3.099133, -0.802641], [0.562353, 3.488965, 1.332102], [0.113810, -3.505015, -1.167660], [-0.596978, -3.715411, 1.884217], [-2.955819, 2.126208, -0.986393], [-3.350912, 1.744643, -0.042904], [-3.776794, 2.662548, -1.475639], [-2.700548, 1.278857, -1.616362], [-2.324463, 4.249054, 0.062135], [-2.675283, 3.896765, 1.043318], [-1.593901, 5.054564, 0.202077], [-3.194387, 4.691304, -0.448274], [-1.334181, 3.599483, -2.153235], [-2.179710, 4.107676, -2.619556], [-0.519539, 4.318296, -2.105507], [-1.046082, 2.776949, -2.803423], [-0.371535, 3.778921, 2.496462], [-0.989046, 2.909740, 2.755372], [0.259956, 4.009132, 3.359843], [-1.012794, 4.641744, 2.300134], [1.855404, 2.850300, 1.855972], [1.650988, 1.879692, 2.313248], [2.603137, 2.704235, 1.063911], [2.313862, 3.509802, 2.593597], [0.900571, 4.729211, 0.464837], [0.692169, 4.617388, -0.611542], [0.381200, 5.628023, 0.815893], [1.981746, 4.907036, 0.533950], [-2.059030, -4.096377, 1.575398], [-2.498640, -4.541721, 2.484245], [-2.664145, -3.215243, 1.310899], [-2.132397, -4.846224, 0.775099], [-0.580725, -2.957344, 3.221363], [0.437072, -2.687811, 3.535696], [-1.193174, -2.049088, 3.188265], [-1.003917, -3.615904, 3.999318], [0.263189, -4.982988, 2.067909], [0.078589, -5.378495, 3.078983], [-0.008516, -5.781021, 1.368017], [1.339580, -4.778922, 1.989305], [0.950877, -2.746732, -2.208399], [1.149710, -3.409247, -3.059013], [0.412453, -1.894343, -2.614119], [1.905990, -2.386078, -1.822174], [-1.334502, -3.640966, -1.670417], [-1.844640, -2.668923, -1.709518], [-1.299293, -4.050122, -2.691427], [-1.932543, -4.329615, -1.060541], [0.779457, -4.883397, -1.039492], [1.778237, -4.824920, -0.586472], [0.171036, -5.614333, -0.498051], [0.912086, -5.276321, -2.058938], [-0.401032, -0.208567, 0.426128], [-0.807720, -0.212886, -1.451816], [-0.580655, -0.122391, -2.594753], [-0.294941, 0.454790, -3.848118], [-1.260719, 0.099345, -4.824843], [0.854704, 1.170340, -4.301060], [-1.021784, 0.276031, -6.189848], [-2.192955, -0.403053, -4.582172], [1.058873, 1.383765, -5.673994], [1.596996, 1.566533, -3.600603], [0.150500, 0.917021, -6.626822], [-1.748606, -0.116474, -6.899975], [1.961893, 1.911981, -6.015681], [0.360824, 1.076510, -7.681006], [2.322226, -0.130683, 5.880254], [0.702428, 0.208995, 4.949215], [-0.460743, 0.575489, 5.612714], [-1.615890, 0.802826, 4.874292], [-1.580019, 0.643558, 3.488715], [-0.462083, 0.275841, 2.844417], [0.681977, 0.077741, 3.546482], [-0.438135, 0.680827, 6.694011], [-2.559984, 1.099115, 5.335428], [-2.480071, 0.824954, 2.892270], [1.593721, -0.194675, 2.997695]],
  "atomic_forces_ev_per_a": [[0.4, 0.4, 0.2], [0.9, -1.4, -1.0], [-0.3, -0.4, 0.1], [-0.5, 0.9, 0.7], [0.8, -0.4, -0.2], [0.0, 0.3, -0.3], [-0.3, -0.8, 0.6], [-0.8, -0.1, 0.0], [1.0, 0.7, 0.6], [0.0, -0.8, -0.1], [-0.7, 1.2, 0.4], [0.7, 0.5, -0.2], [0.0, 0.2, -0.1], [-0.1, 0.2, -0.1], [-4.8, -0.1, -0.4], [3.7, 0.3, 0.0], [-2.2, -2.3, -2.1], [0.8, 0.8, -0.4], [1.1, -0.1, 0.8], [-0.8, -0.2, -0.4], [-0.2, 0.0, 0.3], [0.0, -0.1, -0.2], [0.0, -0.3, -0.1], [0.1, 0.1, 0.1], [0.1, 0.0, 0.0], [0.1, 0.0, 0.0], [-0.1, 0.3, 0.1], [0.1, 0.1, -0.3], [-0.2, -0.3, 0.0], [0.2, -0.1, 0.1], [-0.1, 0.0, -0.2], [0.0, 0.0, -0.1], [0.0, 0.0, 0.0], [0.1, -0.1, -0.1], [0.2, 0.4, 0.5], [0.1, 0.3, 0.0], [-0.3, 0.1, 0.2], [0.1, -0.3, 0.1], [0.2, 0.0, -0.1], [0.1, 0.2, 0.0], [-0.2, 0.2, 0.5], [-0.1, 0.0, 0.2], [0.4, 0.3, 0.1], [0.0, 0.1, 0.6], [0.2, -0.2, 0.0], [-0.2, 0.2, 0.0], [0.0, -0.1, 0.1], [0.1, 0.1, -0.3], [0.1, -0.4, 0.0], [0.0, 0.3, 0.3], [-0.1, 0.1, 0.0], [-0.2, 0.0, 0.0], [0.1, -0.2, 0.0], [0.2, 0.2, -0.3], [-0.1, -0.2, 0.2], [0.1, 0.1, -0.3], [0.2, 0.3, 0.2], [-0.3, -0.1, 0.0], [-0.2, 0.3, -0.1], [0.0, 0.0, 0.2], [0.2, -0.1, 0.1], [0.1, -0.2, -0.1], [0.0, -0.1, -0.2], [0.2, -0.2, 0.0], [-0.1, 0.1, 0.2], [0.2, 0.2, -0.3], [-0.2, -0.3, 0.0], [-0.2, -0.1, -0.1], [0.2, 0.2, -0.1], [0.0, 0.1, 0.3], [0.4, -0.5, 1.2], [-0.5, -0.5, 0.9], [1.4, 2.1, -2.3], [-1.2, -0.8, 0.1], [-0.2, -0.2, -2.3], [0.6, 0.2, -0.3], [0.0, 0.1, 0.9], [0.2, 0.0, 0.4], [0.0, -0.1, 0.6], [-0.3, -0.3, -0.1], [0.1, 0.1, 0.0], [0.1, 0.3, 0.1], [-0.5, -0.2, 0.3], [-0.1, -0.1, 0.2], [-0.4, 0.1, -0.2], [0.1, -0.1, -1.0], [0.1, 0.0, 0.2], [-0.2, 0.0, -0.4], [0.5, -0.1, 0.4], [1.1, 0.0, 0.5], [-1.0, 0.2, 0.6], [-0.1, 0.0, -0.2], [0.4, -0.1, 0.0], [0.4, -0.1, 0.1], [-0.5, 0.1, 0.2]]
}



{
  "formula": "C38H27N6O4SbW",
  "method": "the ωB97M-V functional and the def2-TZVPD basis",
  "total_charge": 4,
  "e_lumo_ev": -13.453,
  "mol_weight_g_mol": 937.27,
  "homo_ev": -15.673,
  "spin_multiplicity": 1,
  "elements": ["W", "C", "C", "N", "C", "C", "N", "C", "C", "C", "C", "C", "N", "C", "C", "N", "C", "C", "N", "C", "C", "C", "N", "C", "C", "H", "H", "H", "H", "H", "H", "H", "H", "H", "H", "H", "H", "O", "C", "O", "C", "O", "O", "C", "C", "C", "C", "C", "C", "Sb", "C", "C", "C", "C", "C", "C", "C", "C", "C", "C", "C", "C", "H", "H", "H", "H", "H", "H", "H", "H", "H", "H", "H", "H", "H", "H", "H"],
  "positions_angstrom": [[14.180536, 13.638540, 7.974030], [16.952778, 10.222069, 8.280070], [16.367054, 11.398209, 7.879370], [15.119664, 11.772259, 8.217929], [14.440536, 10.869198, 8.993481], [15.033985, 9.702161, 9.382973], [16.297663, 9.378587, 9.059144], [13.051147, 11.135180, 9.291025], [12.103956, 10.287230, 9.997325], [10.929293, 10.904799, 10.439976], [10.662707, 12.253276, 10.152967], [11.460177, 12.909239, 9.235611], [12.638357, 12.368382, 8.861480], [11.240746, 14.247529, 8.686019], [10.086401, 15.023085, 8.773598], [9.975229, 16.196430, 8.204794], [10.902571, 16.632902, 7.425934], [12.143818, 15.981031, 7.403902], [12.275144, 14.689867, 7.961715], [9.905665, 10.063082, 11.288309], [10.225987, 9.009005, 12.079446], [9.241863, 8.241405, 12.794515], [7.932640, 8.488859, 12.685648], [7.555347, 9.366190, 11.818453], [8.505731, 10.179096, 11.087799], [17.965952, 10.002163, 8.029623], [16.936929, 12.139074, 7.197776], [14.506120, 8.940738, 9.933236], [12.362070, 9.230476, 10.251683], [9.694585, 12.693687, 10.492358], [9.326557, 14.677167, 9.404707], [10.785813, 17.610999, 6.875982], [12.983216, 16.414885, 6.797545], [11.179662, 8.625926, 12.317673], [9.482660, 7.436960, 13.502527], [6.491507, 9.411730, 11.662737], [8.081748, 10.560590, 10.107222], [8.300364, 10.708606, 14.300228], [8.874887, 11.624939, 13.865660], [9.328465, 12.579602, 13.350497], [26.053834, 4.386374, 16.574916], [26.059458, 3.633709, 17.426058], [15.040826, 14.651132, 8.932780], [25.027228, 26.335176, 13.694693], [25.849340, 25.326693, 14.117539], [25.227253, 24.318304, 14.819255], [23.860128, 24.202122, 15.058484], [23.097700, 25.347661, 14.661900], [23.660953, 26.458725, 13.988486], [22.463949, 22.801330, 15.555795], [14.709451, 14.011060, 6.172536], [15.752180, 14.824697, 5.736643], [15.908437, 15.101305, 4.394657], [14.952556, 14.592450, 3.481841], [13.954393, 13.708663, 3.867431], [13.777605, 13.454058, 5.205261], [23.660157, 21.086920, 16.169605], [25.019655, 20.993574, 16.279973], [25.747292, 19.834075, 16.534706], [24.922943, 18.718796, 16.871176], [23.507405, 18.752694, 16.783886], [22.807619, 19.962687, 16.477359], [25.405211, 27.022325, 13.001028], [26.841060, 25.172018, 13.787581], [25.748995, 23.431824, 15.074611], [22.050708, 25.416167, 14.804612], [23.005845, 27.140939, 13.437716], [16.409935, 15.303195, 6.436437], [16.749239, 15.752218, 4.105742], [14.917391, 14.877816, 2.441782], [13.261007, 13.239371, 3.245616], [13.012297, 12.726392, 5.412824], [25.625589, 21.827495, 15.900227], [26.805542, 19.775951, 16.649583], [25.323339, 17.746795, 17.076644], [22.957579, 17.804131, 16.859023], [21.705486, 20.054571, 16.372092]],
  "atomic_forces_ev_per_a": [[-2.6, -0.6, 0.0], [-0.4, -0.3, 0.8], [0.9, 3.1, -2.2], [0.1, -1.4, 0.9], [-0.2, -0.3, -0.6], [1.2, -1.0, -0.2], [-0.5, 0.1, 0.0], [-2.9, -0.1, 1.1], [2.2, 1.1, -0.7], [-1.5, -1.9, 1.7], [-1.4, 0.1, -0.8], [-0.3, -0.4, 1.1], [1.4, -0.4, -0.1], [-0.1, -0.2, -0.6], [1.3, -0.3, 0.4], [-2.3, -0.3, 0.4], [2.6, 1.5, -0.8], [0.6, -1.5, -1.0], [0.6, 3.2, -0.8], [-0.9, 1.1, -2.2], [-0.5, -2.4, 2.5], [-0.2, 1.1, -0.6], [1.1, -1.6, 1.1], [1.5, 1.9, -1.8], [-1.6, -0.4, -1.5], [0.5, -0.2, -0.3], [-0.9, -1.4, 1.3], [-0.2, 0.1, 0.3], [-0.4, 1.1, -0.2], [1.0, -0.4, -0.1], [-1.3, -0.3, 0.7], [0.0, -1.2, 0.7], [-0.8, -0.7, 0.9], [1.4, 0.3, 0.0], [0.4, 0.4, -0.5], [-0.2, 0.4, -0.4], [0.6, 0.4, 1.5], [1.2, 1.2, -0.1], [-1.2, 0.2, -0.3], [0.1, -1.0, 0.6], [0.0, -1.0, 1.2], [0.0, 1.0, -1.2], [1.1, 0.8, 0.9], [-1.2, 1.2, -0.5], [-1.6, -1.2, 0.9], [0.5, -1.7, 0.1], [-1.3, 2.5, -0.5], [0.9, 1.3, -0.7], [0.3, -2.4, 0.1], [1.7, -1.5, 0.8], [-1.4, -0.7, -0.6], [0.9, 1.1, -1.3], [0.1, 0.2, 0.1], [0.4, 0.3, -0.3], [0.1, 0.3, 2.2], [1.2, -0.3, -0.5], [-3.4, -0.1, 0.3], [2.8, 0.8, -1.6], [-3.1, -1.1, 1.5], [-0.6, 0.7, -1.0], [-0.5, 1.0, -0.4], [2.0, -0.4, -0.3], [0.7, 1.1, -0.8], [0.9, 0.3, -0.1], [1.0, -0.3, 0.1], [-1.1, -0.3, 0.2], [0.4, 0.1, 0.7], [0.3, 0.0, 0.3], [-0.7, -0.4, -0.2], [0.6, 0.2, -0.2], [-0.7, -0.3, -1.5], [-0.4, -0.1, 0.7], [-0.4, -0.2, 0.7], [0.5, 0.2, -0.3], [0.5, -0.2, 0.2], [0.2, 0.6, 0.3], [0.9, -0.4, 0.2]]
}



{
  "formula": "C5H14N4",
  "method": "the ωB97M-V functional and the def2-TZVPD basis",
  "total_charge": 0,
  "e_lumo_ev": 0.597,
  "mol_weight_g_mol": 130.19,
  "homo_ev": -7.349,
  "spin_multiplicity": 1,
  "elements": ["C", "C", "N", "C", "N", "H", "H", "H", "H", "H", "H", "H", "H", "C", "N", "C", "N", "H", "H", "H", "H", "H", "H"],
  "positions_angstrom": [[1.112337, -1.853957, 0.075886], [0.314846, -1.127412, -2.140850], [0.519339, -0.760137, -0.725678], [-0.887699, -0.170818, 0.001678], [-1.513412, -1.107945, 0.608080], [-2.519277, -0.975479, 0.579488], [-1.310585, 0.532166, -0.724664], [2.042006, -2.188667, -0.388284], [1.300629, -1.469558, 1.074378], [0.388248, -2.660578, 0.138251], [-0.040786, -0.253348, -2.683118], [1.248536, -1.474013, -2.587666], [-0.435640, -1.914854, -2.180683], [-0.134249, 0.857474, 2.404300], [-0.022680, 1.090611, 0.976699], [-0.180170, 2.755546, -0.573241], [-0.309898, 2.358808, 0.639820], [1.124373, 0.060188, -0.619802], [0.844270, 0.946107, 2.888118], [-0.818768, 1.572097, 2.869147], [-0.510644, -0.157560, 2.567439], [0.164759, 2.143943, -1.413402], [-0.375537, 3.797387, -0.785897]],
  "atomic_forces_ev_per_a": [[-0.2, 0.2, -0.1], [-0.1, 0.1, 0.3], [-0.1, 0.6, 0.4], [0.9, 0.8, 0.1], [-0.1, -0.3, 0.1], [0.1, 0.0, 0.1], [0.0, -0.1, -0.1], [-0.1, 0.0, 0.0], [0.0, 0.0, 0.0], [0.0, 0.0, 0.0], [0.0, 0.0, 0.0], [-0.1, 0.0, 0.1], [0.0, 0.0, 0.0], [-0.1, 0.0, -0.1], [-0.1, -1.2, -0.6], [-0.1, -0.2, 0.1], [0.2, 0.2, -0.2], [-0.1, -0.2, -0.1], [-0.1, 0.0, 0.0], [0.0, -0.1, 0.0], [0.0, 0.0, 0.0], [0.1, -0.1, 0.1], [-0.1, 0.0, 0.0]]
}